(1)
{"formula": "C12H12F2", "method": "ωB97M-V/def2-TZVPD", "lumo_ev": [-0.18, -0.35], "e_above_lowest_kj_mol": 200.3, "homo_lumo_gap_ha": [0.2825, 0.2399], "homo_ev": [-7.87, -6.87], "elements": ["C", "C", "C", "C", "C", "C", "C", "C", "C", "C", "C", "C", "F", "F", "H", "H", "H", "H", "H", "H", "H", "H", "H", "H", "H", "H"], "xyz": [[1.3314, -1.6024, -2.9971], [0.8312, -2.3390, -1.9649], [1.3927, -0.1775, -2.9353], [0.4311, -1.7071, -0.8149], [1.1415, 0.4244, -1.7112], [0.6773, -0.3580, -0.6466], [-1.5699, 0.4234, 1.8440], [-1.8271, 1.1409, 3.0007], [-0.4174, -0.5565, 1.7092], [0.3502, 0.1934, 0.5894], [-2.0313, 0.7947, 0.5523], [0.9356, 1.5424, 0.9273], [-3.0040, 1.6829, 0.3724], [-2.2395, -0.1282, -0.4259], [1.5884, -2.1483, -3.9061], [0.8480, -3.4102, -2.1358], [1.2640, 0.3596, -3.8537], [0.3187, -2.2525, 0.0634], [1.2161, 1.5193, -1.7648], [-2.5583, 1.9204, 2.8941], [-1.2969, 1.0486, 3.9444], [0.0658, -0.4558, 2.5955], [-0.6792, -1.5945, 1.6980], [0.5124, 2.1926, 0.1218], [2.0093, 1.4364, 0.8804], [0.7096, 2.0507, 1.9635]]}

(2)
{"formula": "C12H12F2", "method": "ωB97M-V/def2-TZVPD", "lumo_ev": [0.05, -0.62], "smiles": "C=C(/C=c1/ccccc1=C(F)F)CC", "e_above_lowest_kj_mol": 239.5, "homo_lumo_gap_ha": [0.2780, 0.2624], "homo_ev": [-7.52, -7.76], "elements": ["C", "C", "C", "C", "C", "C", "C", "C", "C", "C", "F", "F", "C", "C", "H", "H", "H", "H", "H", "H", "H", "H", "H", "H", "H", "H"], "xyz": [[-0.3628, 1.6220, -1.1353], [-0.6394, 1.0635, 0.1283], [0.1608, 0.1535, 0.7762], [1.5010, -0.3227, 0.4926], [1.6337, -1.6688, 0.6294], [2.7151, -2.4652, 0.2687], [3.8731, -1.8326, -0.3489], [3.7736, -0.4456, -0.5201], [2.6440, 0.2750, -0.1108], [2.6295, 1.9698, -0.2522], [1.6416, 2.6686, 0.3456], [3.7868, 2.6210, -0.2503], [-2.1627, 1.2655, 0.5562], [-3.0116, 0.1768, -0.1944], [-0.9279, 2.4762, -1.3812], [0.5530, 1.5157, -1.6647], [-0.3112, -0.2903, 1.5483], [0.7723, -2.1685, 1.0931], [2.5786, -3.4840, 0.1665], [4.6950, -2.5032, -0.5182], [4.6079, 0.0776, -0.8900], [-2.5170, 2.2138, 0.1562], [-2.2288, 1.1217, 1.6480], [-2.9305, -0.8730, 0.1893], [-2.8691, 0.2044, -1.2506], [-4.0382, 0.5115, -0.0143]]}

(3)
{"formula": "C12H12F4O12", "method": "ωB97M-V/def2-TZVPD", "lumo_ev": 0.15, "smiles": "O=C1OC[C@@H](F)O1.O=C1OC[C@@H](F)O1.O=C1OC[C@@H](F)O1.O=C1OC[C@@H](F)O1", "e_above_lowest_kj_mol": 251.2, "homo_lumo_gap_ha": 0.4145, "homo_ev": -11.13, "elements": ["O", "C", "O", "C", "C", "F", "O", "H", "H", "H", "O", "C", "O", "C", "C", "F", "O", "H", "H", "H", "O", "C", "O", "C", "C", "F", "O", "H", "H", "H", "O", "C", "O", "C", "C", "F", "O", "H", "H", "H"], "xyz": [[25.0012, 17.7854, -7.9767], [25.4751, 17.3770, -9.0115], [26.4255, 16.4760, -8.9901], [26.6315, 16.1126, -10.3644], [25.3699, 16.5849, -11.1371], [24.5062, 15.5815, -11.1957], [24.9516, 17.6193, -10.2596], [27.5237, 16.4886, -10.8650], [26.5514, 15.0362, -10.5160], [25.6947, 16.7783, -12.1594], [19.1612, 14.7848, -1.7486], [19.7016, 15.7250, -2.2787], [19.4092, 17.0534, -1.8776], [20.2417, 17.8975, -2.6005], [21.1499, 17.0699, -3.4628], [22.4015, 17.2172, -3.0374], [20.6394, 15.7778, -3.2373], [19.6556, 18.6638, -3.1078], [20.8696, 18.4116, -1.8728], [20.9960, 17.3950, -4.4918], [25.9824, 29.7870, 0.5239], [25.9694, 29.1168, -0.4906], [25.1558, 29.3337, -1.5058], [25.3004, 28.3098, -2.4589], [26.6386, 27.7543, -2.2265], [27.5557, 28.3572, -2.9223], [26.7820, 28.0358, -0.7970], [24.5743, 27.5163, -2.2826], [25.1487, 28.6943, -3.4675], [26.6748, 26.7010, -2.5045], [23.3930, 24.3540, -4.4254], [24.1548, 23.3552, -4.2425], [25.4194, 23.4339, -3.7443], [26.1411, 22.2617, -3.9394], [25.0674, 21.3143, -4.0464], [24.7221, 20.9231, -2.8413], [23.9765, 22.0732, -4.4710], [26.5130, 22.4031, -4.9541], [26.8761, 21.9601, -3.1931], [25.2674, 20.4408, -4.6670]]}

(4)
{"formula": "C12H12FN", "method": "ωB97M-V/def2-TZVPD", "lumo_ev": 0.69, "smiles": "C#CCN[C@H]1c2ccccc2C[C@H]1F", "e_above_lowest_kj_mol": 355.7, "homo_lumo_gap_ha": 0.3454, "homo_ev": -8.71, "elements": ["C", "C", "C", "N", "C", "C", "C", "C", "C", "C", "C", "C", "C", "F", "H", "H", "H", "H", "H", "H", "H", "H", "H", "H", "H", "H"], "xyz": [[-0.3031, -2.5126, -0.4003], [-0.8450, -1.7600, -1.2739], [-1.5734, -0.5830, -1.7693], [-2.1071, 0.2503, -0.7604], [-1.2703, 1.2334, -0.0318], [-0.2277, 0.5198, 0.9182], [-0.3359, -0.1806, 2.1339], [0.8579, -0.7330, 2.8058], [1.9219, -0.8912, 2.0159], [2.1161, -0.4009, 0.7256], [1.1077, 0.4607, 0.2933], [1.1098, 1.0282, -1.1102], [-0.2049, 1.8552, -0.9686], [-0.5817, 2.4729, -2.1807], [0.2467, -3.3863, -0.1971], [-0.7839, -0.1523, -2.4580], [-2.5539, -0.7653, -2.4296], [-2.9322, 0.8708, -1.1339], [-1.8313, 2.0034, 0.4793], [-1.3163, -0.2041, 2.7360], [0.5853, -1.0536, 3.8051], [2.6724, -1.4703, 2.4052], [2.9353, -0.6698, -0.1660], [1.0955, 0.0060, -1.8458], [2.1874, 1.4309, -1.3833], [0.0307, 2.6313, -0.2097]]}

(5)
{"formula": "C12H12N2O", "method": "ωB97M-V/def2-TZVPD", "lumo_ev": 0.30, "smiles": "O[C@@H]1C[C@H]1Nc1cccc2cnccc12", "e_above_lowest_kj_mol": 672.9, "homo_lumo_gap_ha": 0.2896, "homo_ev": -7.59, "elements": ["O", "C", "C", "C", "N", "C", "C", "C", "C", "C", "C", "N", "C", "C", "C", "H", "H", "H", "H", "H", "H", "H", "H", "H", "H", "H", "H"], "xyz": [[-3.0280, 1.5387, -2.4832], [-2.2746, 1.7664, -1.2892], [-2.1330, 3.0504, -0.5647], [-0.9710, 2.0299, -0.8628], [0.0932, 1.2911, -0.0913], [0.3075, 0.0399, -0.2080], [-0.1596, -0.8055, -1.2338], [0.3778, -2.1558, -1.4498], [1.1982, -2.8457, -0.6611], [1.6989, -2.0831, 0.4447], [2.4004, -2.4318, 1.7675], [2.3376, -1.8896, 2.9208], [1.8491, -0.6321, 3.1272], [1.3357, -0.0370, 1.8768], [1.1754, -0.7186, 0.7281], [-3.5624, 0.5762, -2.7579], [-2.7218, 1.1170, -0.4618], [-2.3379, 3.2336, 0.6143], [-1.9359, 3.9613, -1.1193], [-0.5036, 2.5132, -1.7695], [0.5070, 1.8022, 0.5853], [-0.9527, -0.3752, -1.9316], [-0.0301, -2.6734, -2.3530], [1.3656, -3.8113, -1.0297], [2.8627, -3.4703, 2.2461], [2.1117, -0.0664, 4.0353], [0.9897, 1.0759, 1.9205]]}

(6)
{"formula": "C12H12N3", "method": "ωB97M-V/def2-TZVPD", "total_charge": 1, "lumo_ev": [-5.76, -5.05], "e_above_lowest_kj_mol": 524.0, "homo_lumo_gap_ha": [0.2515, 0.2315], "homo_ev": [-12.60, -11.35], "elements": ["C", "C", "C", "C", "C", "C", "C", "C", "C", "C", "C", "C", "N", "N", "N", "H", "H", "H", "H", "H", "H", "H", "H", "H", "H", "H", "H"], "xyz": [[3.7372, 0.8231, 0.1365], [0.4217, 2.4531, -0.0952], [-0.9527, 2.4831, -0.1069], [1.1103, 1.2368, 0.0813], [-1.8402, 1.3766, -0.0186], [0.1648, 0.1304, 0.1753], [1.2998, -1.5732, -1.1442], [2.4424, 1.1791, 0.1031], [-3.9535, 0.2028, -0.1295], [-3.2953, 1.3649, -0.0844], [1.3850, -1.7224, 1.4276], [0.0495, -2.2813, -0.6392], [4.9088, 0.7113, 0.0983], [-1.1053, 0.1514, 0.1076], [0.6885, -1.2724, 0.1392], [0.9795, 3.3733, -0.1786], [-1.4141, 3.5750, -0.2518], [2.1156, -2.2878, -1.0361], [-4.9933, 0.0857, -0.3991], [-3.3184, -0.6906, 0.2653], [-3.6031, 2.4183, -0.3432], [0.6658, -2.0587, 2.1659], [1.9907, -2.5685, 1.2896], [1.9594, -0.9105, 1.8461], [-0.8231, -2.1198, -1.3363], [1.2064, -0.8519, -1.9367], [0.1735, -3.2279, -0.1360]]}

(7)
{"formula": "C12H12N5O3V", "method": "ωB97M-V/def2-TZVPD", "total_charge": 2, "lumo_ev": -10.25, "e_above_lowest_kj_mol": 314.8, "homo_lumo_gap_ha": 0.2348, "homo_ev": -16.64, "elements": ["V", "C", "N", "C", "C", "C", "C", "C", "C", "C", "C", "H", "H", "H", "H", "H", "H", "H", "H", "H", "H", "H", "H", "O", "N", "O", "O", "N", "C", "C", "N", "C", "N"], "xyz": [[0.2517, -0.4083, -1.1011], [-1.2003, -2.4067, -1.1159], [-1.4949, -1.0584, -0.6331], [-2.3947, -0.3442, -1.5353], [-1.9579, -1.0609, 0.7669], [-0.7478, -0.8008, 1.6275], [-0.7595, -0.8278, 3.0176], [0.3872, -0.4887, 3.7202], [1.5535, -0.1468, 3.0476], [1.5791, -0.1245, 1.6575], [0.4278, -0.4553, 0.9727], [-2.1247, -2.9886, -1.2404], [-0.5566, -2.9427, -0.4016], [-0.7256, -2.3797, -2.1152], [-3.3957, -0.7976, -1.5420], [-2.0238, -0.3774, -2.5721], [-2.5073, 0.6984, -1.2064], [-2.4343, -2.0122, 1.0364], [-2.6977, -0.2663, 0.9275], [-1.6712, -1.0870, 3.5370], [0.3724, -0.4882, 4.7992], [2.4549, 0.0948, 3.5926], [2.4980, 0.1422, 1.1392], [3.0743, 0.3981, -1.6027], [2.6746, -0.6672, -1.9352], [1.7390, -1.2187, -1.3139], [0.4420, 1.1566, -1.0206], [0.9469, 2.2628, -0.6721], [1.3835, 3.1803, -1.4588], [1.2328, 3.0412, -2.8775], [1.0359, 2.7799, -3.9729], [2.0477, 4.3287, -0.9454], [2.5908, 5.2650, -0.5796]]}

(8)
{"formula": "C12H12N6NaO3S", "method": "ωB97M-V/def2-TZVPD", "total_charge": -1, "lumo_ev": 2.28, "e_above_lowest_kj_mol": 90.8, "homo_lumo_gap_ha": 0.2507, "homo_ev": -4.55, "elements": ["Na", "C", "C", "N", "O", "C", "C", "N", "O", "H", "H", "H", "H", "H", "H", "H", "S", "C", "N", "C", "C", "C", "C", "H", "H", "H", "H", "H", "O", "N", "C", "C", "N", "C", "N"], "xyz": [[0.3979, -1.5512, 1.3110], [-3.6253, -0.3666, -2.4256], [-2.4625, -0.4105, -1.4686], [-2.1859, 0.5568, -0.6817], [-3.1375, 1.6030, -0.7886], [-1.6161, -1.6187, -1.4346], [-1.7325, -2.6711, -2.5018], [-0.7873, -1.7383, -0.4422], [0.0303, -2.7680, -0.4163], [-3.8482, 0.6589, -2.7082], [-4.5172, -0.7791, -1.9468], [-3.4185, -0.9537, -3.3164], [-2.8053, 2.2147, -0.1271], [-2.7541, -3.0481, -2.5967], [-1.0787, -3.4916, -2.2174], [-1.4217, -2.3066, -3.4871], [3.4494, -1.3904, 0.6207], [2.7298, 0.0330, 0.1158], [2.2001, 0.1207, -1.1421], [1.5506, 1.2022, -1.6400], [1.3781, 2.3085, -0.8781], [1.8678, 2.2802, 0.4515], [2.5183, 1.1860, 0.9282], [2.2604, -0.7327, -1.6832], [1.1810, 1.1114, -2.6506], [0.8527, 3.1642, -1.2719], [1.7020, 3.1260, 1.1068], [2.8712, 1.1405, 1.9465], [-0.0766, -0.2020, 2.7131], [0.7838, -0.6464, 3.5267], [1.4876, 0.2531, 4.2031], [2.4544, -0.2030, 5.1505], [3.2317, -0.5339, 5.9332], [1.3260, 1.6605, 3.9940], [1.1945, 2.7924, 3.8234]]}

| no. | total energy (eV) |
| --- | --- |
| 1 | -18068.994 |
| 2 | -18068.588 |
| 3 | -48076.869 |
| 4 | -16840.269 |
| 5 | -17659.129 |
| 6 | -17095.497 |
| 7 | -51892.267 |
| 8 | -42971.278 |